Entry from the Open Molecules 2025 dataset: a structure of composition C34H26BrN6O2SSr (ωB97M-V/def2-TZVPD).

The geometry in XYZ format:
```
71
Properties=species:S:1:pos:R:3
Sr -0.847 0.124 -0.249
C -1.265 -1.494 4.466
C -1.336 -0.717 3.187
N -0.959 -1.227 2.017
N -0.479 -2.421 1.954
C -0.229 -2.756 0.567
O -0.997 -2.299 -0.349
C 0.227 -4.188 0.397
C 0.512 -5.008 1.481
C 0.904 -6.324 1.274
C 1.023 -6.824 -0.015
C 0.740 -6.003 -1.100
C 0.336 -4.693 -0.892
C -1.882 0.612 3.144
C -2.267 1.286 4.328
C -2.799 2.552 4.257
C -2.961 3.171 3.019
C -2.556 2.458 1.905
N -2.033 1.237 1.945
H -1.012 -2.525 4.228
H -2.221 -1.480 5.000
H -0.501 -1.109 5.154
H 0.430 -4.601 2.477
H 1.126 -6.960 2.123
H 1.336 -7.849 -0.174
H 0.829 -6.389 -2.108
H 0.088 -4.042 -1.720
H -2.132 0.799 5.284
H -3.091 3.067 5.165
H -3.384 4.162 2.926
H -2.658 2.888 0.910
C -4.326 2.855 -2.802
C -3.645 3.292 -3.933
C -2.365 2.820 -4.165
C -1.767 1.930 -3.262
C -2.403 1.477 -2.091
C -3.708 1.978 -1.919
C -0.388 1.451 -3.569
C 0.025 1.315 -4.929
C 1.284 0.907 -5.224
C 2.194 0.635 -4.175
C 3.532 0.241 -4.401
C 4.369 0.001 -3.349
C 3.892 0.143 -2.028
C 2.600 0.514 -1.786
C 1.711 0.767 -2.857
N 0.426 1.151 -2.575
H -5.334 3.208 -2.610
H -4.103 3.992 -4.621
H -1.822 3.175 -5.035
H -4.278 1.671 -1.043
H -0.687 1.508 -5.717
H 1.607 0.783 -6.252
H 3.879 0.136 -5.423
H 5.394 -0.302 -3.521
H 4.552 -0.061 -1.194
H 2.234 0.605 -0.773
Br 2.823 4.198 4.531
C 2.068 3.114 3.176
C 1.621 3.698 2.004
C 1.068 2.860 1.051
N 0.950 1.542 1.206
C 1.399 1.003 2.341
C 1.967 1.751 3.362
H 1.691 4.763 1.840
H 0.693 3.265 0.116
H 1.287 -0.069 2.439
H 2.307 1.274 4.269
O 3.244 -3.225 1.307
S 2.746 -2.005 0.676
N 1.318 -1.804 0.336
```

## Properties
LUMO	2.098	eV
charge	-1
energy	-4793.2730	hartree
relative energy (zero: lowest compared OMol25 entry of this formula, charge and spin)	1.1817	eV
molar mass	750.21	g/mol
highest occupied orbital energy	-0.1414	Eh